{
  "formula": "H2N2",
  "method": "ωB97M-V with the def2-TZVPD basis set",
  "symbols": ["H", "H", "N", "N"],
  "positions_angstrom": [[-0.30, -0.28, 1.14], [-0.62, 0.33, -0.97], [0.59, -0.14, 0.51], [0.33, 0.09, -0.68]],
  "charge": 0,
  "spin_multiplicity": 1,
  "mol_weight_g_mol": 30.03,
  "total_energy_ev": -3010.5240,
  "smiles": "[H]/N=N\\[H]",
  "orbital_gap_ev": 10.1,
  "relative_energy_kcal_mol": 4.42,
  "homo_ev": -9.4
}

---

{
  "formula": "C4Cl10",
  "method": "ωB97M-V with the def2-TZVPD basis set",
  "symbols": ["Cl", "Cl", "Cl", "Cl", "Cl", "Cl", "Cl", "Cl", "Cl", "Cl", "C", "C", "C", "C"],
  "positions_angstrom": [[-0.38, -2.51, -0.33], [1.89, -1.77, 1.26], [2.05, -1.36, -1.56], [-1.18, 2.12, 1.45], [1.10, 0.77, 2.58], [-1.32, -0.72, 2.07], [-1.05, 2.23, -1.53], [-0.37, -0.09, -2.84], [-2.45, -0.11, -0.78], [1.59, 1.42, -0.37], [0.90, -1.25, -0.16], [-0.24, 0.59, 1.41], [-0.82, 0.47, -1.17], [0.28, 0.22, -0.05]],
  "charge": 0,
  "spin_multiplicity": 1,
  "mol_weight_g_mol": 402.57,
  "total_energy_ev": -129370.2290,
  "orbital_gap_ev": 10.3,
  "homo_ev": -10.4
}

---

{
  "formula": "C5H11ClNO",
  "method": "ωB97M-V with the def2-TZVPD basis set",
  "symbols": ["C", "C", "C", "C", "C", "N", "O", "Cl", "H", "H", "H", "H", "H", "H", "H", "H", "H", "H", "H"],
  "positions_angstrom": [[1.22, -1.61, -1.72], [-1.09, 2.55, 0.92], [0.17, -1.89, 1.26], [-0.38, 1.64, -0.14], [0.48, -0.62, 0.57], [-0.52, 0.28, 0.40], [0.87, -0.96, -2.75], [2.30, -2.91, -2.06], [-1.66, 3.26, 0.46], [-1.75, 1.93, 1.51], [-0.38, 2.96, 1.57], [0.76, -2.71, 1.30], [-0.09, -1.67, 2.35], [-0.85, -2.25, 0.79], [0.60, 2.00, -0.44], [-0.91, 1.53, -1.19], [1.37, -0.38, 0.09], [-1.40, 0.02, 0.67], [1.25, -1.16, -3.59]],
  "charge": 1,
  "spin_multiplicity": 1,
  "mol_weight_g_mol": 136.60,
  "total_energy_ev": -21413.4919,
  "orbital_gap_ev": 9.5,
  "relative_energy_kcal_mol": 79.28,
  "homo_ev": -13.5
}

---

Number 2 is which compound? C4Cl10